1.
Entry from the Open Molecules 2025 dataset: a gas-phase ion, C9H12N3 (charge +1) in a non-equilibrium geometry (ωB97M-V with the def2-TZVPD basis set).

The charge is +1. For the molar mass, the calculation gives 162.22 g mol⁻¹. The gap between HOMO and LUMO (spin up / spin down) comes out at 7.80 / 7.79 eV.

Structure (XYZ):
```
24
Properties=species:S:1:pos:R:3:nbo_charge:R:1
C -1.90 -2.23 0.20 0.16
C -2.51 1.51 0.09 -0.18
C -1.25 1.94 -0.07 0.01
C -2.04 -0.90 0.21 -0.08
C -2.90 0.13 0.33 0.17
C 0.09 -0.06 0.06 0.57
C 2.04 -0.57 1.34 -0.60
C 2.11 -0.92 -1.20 -0.57
C 1.18 -1.02 0.13 -0.40
N -1.44 -3.30 0.37 -0.22
N -0.08 1.22 -0.13 -0.55
N -4.17 0.01 0.35 -0.73
H -3.30 2.20 0.19 0.24
H -1.18 2.98 -0.22 0.24
H 3.10 -0.89 1.37 0.25
H 1.59 -1.01 2.28 0.24
H 2.00 0.50 1.48 0.20
H 1.66 -1.54 -1.95 0.23
H 3.23 -1.26 -0.96 0.25
H 2.15 0.06 -1.56 0.19
H 0.82 -2.15 0.26 0.30
H 0.81 1.72 -0.30 0.43
H -4.69 0.77 0.78 0.40
H -4.71 -0.88 0.38 0.43
```



2.
Entry from the Open Molecules 2025 dataset: a gas-phase ion, C12H14N3 (charge +1) in a non-equilibrium geometry (ωB97M-V with the def2-TZVPD basis set).

The charge is +1. The spin multiplicity is 3. For the molar mass, the calculation gives 200.27 g mol⁻¹. The gap between HOMO and LUMO (spin up / spin down) comes out at 6.26 / 6.26 eV.

Structure (XYZ):
```
29
Properties=species:S:1:pos:R:3:nbo_charge:R:1
C 1.28 0.27 1.99 -0.23
C -1.75 0.41 -1.93 -0.04
C 1.29 1.02 3.10 -0.08
C -0.55 2.47 2.22 -0.05
C 0.36 0.57 0.94 -0.01
C 0.06 -0.03 -0.25 -0.01
C -1.01 0.73 -0.88 0.05
C -0.53 1.71 1.11 0.13
C -0.14 -1.18 -3.02 0.35
C 0.38 2.16 3.34 -0.52
C 0.65 -1.33 -0.71 -0.06
C -0.19 -2.49 -0.13 -0.60
N -1.28 1.80 -0.04 -0.47
N 0.77 -1.52 -2.16 -0.59
N -0.17 -1.46 -4.28 -0.78
H 1.96 -0.56 1.87 0.23
H -2.26 0.86 -2.75 0.20
H 1.99 0.80 3.89 0.23
H -1.23 3.30 2.34 0.23
H -0.21 1.96 4.24 0.28
H 0.97 3.05 3.59 0.28
H 1.67 -1.40 -0.31 0.22
H -0.16 -2.45 0.96 0.22
H 0.20 -3.45 -0.45 0.22
H -1.22 -2.39 -0.46 0.23
H -2.04 2.44 -0.18 0.43
H 1.54 -2.13 -2.43 0.37
H -0.91 -1.12 -4.87 0.41
H 0.53 -2.04 -4.74 0.37
```



3.
Entry from the Open Molecules 2025 dataset: 7 unconnected molecules or ions with the total composition H12O5S2 in a non-equilibrium geometry (ωB97M-V with the def2-TZVPD basis set).

For the molar mass, the calculation gives 156.23 g mol⁻¹. The gap between HOMO and LUMO comes out at 3.82 eV.

Structure (XYZ):
```
19
Properties=species:S:1:pos:R:3:nbo_charge:R:1
S 1.56 -1.95 0.15 -0.23
S -0.71 1.74 -0.68 -0.17
H 1.91 -2.16 1.41 0.11
H -0.33 2.99 -1.04 0.14
H -0.45 -1.61 0.99 0.47
H -1.22 -0.92 2.05 0.50
O -1.34 -1.31 1.19 -0.99
H 0.05 1.30 2.10 0.49
H -0.77 0.39 1.22 0.48
O -0.55 0.54 2.13 -0.96
H 1.45 1.70 -0.53 0.48
H 1.43 0.33 0.24 0.50
O 1.62 1.29 0.34 -0.81
H -2.62 0.46 -0.87 0.44
H -2.29 -0.86 -0.50 0.48
O -3.05 -0.37 -0.71 -0.91
H 1.21 0.81 -1.89 0.46
H 1.91 0.00 -3.05 0.49
O 2.03 0.35 -2.17 -0.95
```



4.
Entry from the Open Molecules 2025 dataset: 2 unconnected molecules or ions with the total composition CH6NS in a non-equilibrium geometry (ωB97M-V with the def2-TZVPD basis set).

The spin multiplicity is 2. For the molar mass, the calculation gives 64.13 g mol⁻¹. The gap between HOMO and LUMO (spin up / spin down) comes out at 10.19 / 6.75 eV.

Structure (XYZ):
```
9
Properties=species:S:1:pos:R:3:nbo_charge:R:1
S -5.19 -0.85 -0.10 -0.09
H -4.59 -1.78 -0.81 0.09
C 1.45 -0.18 0.10 -0.42
N 1.00 1.22 0.26 -0.84
H 2.52 -0.32 -0.13 0.16
H 1.35 -0.64 1.08 0.19
H 0.90 -0.78 -0.61 0.19
H 0.85 1.69 -0.61 0.36
H 1.71 1.63 0.83 0.35
```